The following is a quantum chemistry calculation of a 2-piece molecular cluster, C23H48B2F4N3O8S overall in a non-equilibrium geometry, from OMol25.

Output
DFT total energy = -2518.4642 hartree
total charge = +1
frontier orbital gap = 0.216 Ha
F_max = 0.11313 hartree/bohr
E_LUMO = -0.2066 Eh

Each line ends with the Mulliken charge.
Positions of all 89 atoms, in Å:
S  -2.37970  -0.07362  1.79544  1.00
F  -0.82816  -0.63019  1.47294  -0.24
F  -3.93801  2.79908  4.43119  -0.19
F  -5.89167  3.68621  5.06473  -0.24
F  -5.63395  1.47178  5.33000  -0.23
O  -3.05629  -1.20866  2.52450  -0.61
O  -7.47984  1.18210  -0.96107  -0.56
O  -4.73367  -1.21306  -2.59251  -0.48
O  -0.09186  -2.86760  -2.55171  -0.37
O  -5.91119  2.37805  3.22273  -0.39
O  -4.75034  -2.69749  -0.54549  -0.49
O  -2.30326  1.17285  2.59817  -0.41
O  1.64078  -2.69732  -3.91904  -0.55
N  -5.40570  -0.26798  -0.34632  -0.31
N  -4.95397  1.55742  1.23453  -0.04
N  -3.15703  0.07798  0.27388  0.95
C  0.47723  -2.97257  -3.77094  0.70
C  6.28892  -2.75860  2.16244  -0.55
C  -5.45138  1.15785  2.57534  -0.06
C  4.93631  -1.04056  0.62331  -0.04
C  4.00333  2.71859  0.30317  0.13
C  6.41370  1.80693  0.69976  -0.66
C  -1.49956  -2.95911  -2.30880  0.11
C  -0.64700  2.67440  0.31059  -0.53
C  -5.31617  2.53850  4.48400  0.87
C  2.99724  3.60456  -0.60507  -0.64
C  -2.38856  0.89150  -0.73112  -0.94
C  7.64394  -2.94270  1.33548  -0.88
C  0.29598  3.63990  -0.55354  -0.50
C  -0.33682  -3.52892  -4.90714  -0.86
C  6.98480  0.55689  -0.10892  -0.64
C  -1.92829  -4.40023  -2.11772  -1.10
C  -2.10393  2.41081  -0.33391  -0.59
C  1.62462  2.81707  -0.95091  -0.39
C  5.53583  2.82344  -0.19932  -0.72
C  5.65272  -1.27231  2.03562  -0.69
C  -7.88137  -1.05640  0.31645  -0.96
C  -4.56520  0.46006  0.38391  -1.09
C  5.89073  -0.52357  -0.54831  -0.58
B  -4.92335  -1.45350  -1.20087  1.01
B  -6.88989  0.02108  -0.38875  0.73
H  -1.39582  -3.28508  -4.84773  0.27
H  6.38551  -0.46409  2.34365  0.30
H  8.22946  -3.78614  1.85204  0.35
H  5.88049  3.88283  0.04473  0.31
H  2.80400  4.57650  -0.03346  0.35
H  6.44341  -1.36361  -1.09758  0.31
H  1.53533  2.60479  -2.07761  0.32
H  -0.21396  4.14738  -1.42998  0.40
H  -0.20473  -4.61025  -4.94733  0.26
H  -8.36453  1.26706  -0.53098  0.35
H  -6.38397  0.49240  2.46006  -0.10
H  5.62655  2.62547  -1.31558  0.39
H  5.88002  1.51889  1.67490  0.26
H  5.49414  -3.54546  1.95172  0.32
H  7.52804  0.92473  -1.04978  0.42
H  -1.75122  -4.99384  -3.01634  0.33
H  7.33062  2.41414  1.04001  0.43
H  -1.68575  -2.40509  -1.38421  -0.14
H  -2.88392  2.89436  0.33110  0.18
H  -2.95959  0.81262  -1.72542  0.30
H  -8.86305  -1.19091  -0.24058  0.35
H  4.81411  -1.25425  2.82606  0.26
H  4.54774  -2.07293  0.29120  0.44
H  7.77864  0.00100  0.50634  0.14
H  -5.52327  2.27342  0.76926  0.48
H  3.89778  2.98585  1.41517  0.23
H  -2.06944  -2.45228  -3.09178  0.38
H  4.01150  -0.40677  0.80192  -0.19
H  1.70647  1.80204  -0.44209  0.11
H  0.02687  -3.08923  -5.83699  0.31
H  -1.36938  0.40093  -0.94107  0.56
H  -4.71877  0.57588  3.21516  0.41
H  8.32078  -2.03171  1.34842  0.20
H  -8.16236  -0.70424  1.37790  0.33
H  5.24326  -0.01664  -1.35590  0.30
H  0.64719  4.48336  0.14298  0.31
H  -2.11736  3.00840  -1.31781  0.46
H  -2.99084  -4.45644  -1.86986  0.30
H  -0.84718  3.22267  1.30180  0.27
H  -4.99573  -2.05099  -3.03366  0.33
H  3.51801  3.79632  -1.60650  0.24
H  3.71729  1.62080  0.21473  -0.44
H  -1.35439  -4.86454  -1.31243  0.35
H  -7.40043  -2.08274  0.45046  0.24
H  7.38555  -3.31816  0.29601  0.20
H  -4.81608  -2.58360  0.43063  0.34
H  6.55041  -2.86944  3.27832  0.33
H  -0.17132  1.68388  0.60334  0.20

=====

The following is a quantum chemistry calculation of C18H15N3O as an isolated structure in a non-equilibrium geometry, from OMol25.

Output
DFT total energy = -934.3124 hartree
frontier orbital gap = 0.229 Ha
F_max = 0.06924 hartree/bohr
E_LUMO = -0.0405 Eh
energy above the lowest of the compared OMol25 structures with the same formula, charge and spin = 81.2 kcal per mole

Each line ends with the Mulliken charge.
Positions of all 37 atoms, in Å:
O  1.10157  -1.98592  -1.72289  -0.69
N  -1.32997  -0.33662  -1.51969  0.48
N  -1.60787  3.11510  -1.60745  -0.69
N  -1.48473  2.67221  2.68418  -0.68
C  -0.99711  2.30482  1.68467  0.12
C  -2.80624  0.71424  -3.66441  -0.33
C  0.76325  0.07225  2.46211  -0.47
C  2.77290  0.55236  1.17763  -0.35
C  -3.40492  0.38985  -2.44436  -0.53
C  -1.12337  2.55332  -0.70404  0.11
C  -0.47619  1.99009  0.41512  0.30
C  0.73995  -2.71384  0.51457  -1.29
C  2.94873  -0.44148  3.39259  -0.47
C  -0.52127  -0.64076  -0.36309  -0.83
C  -1.41928  0.48681  -3.76249  -0.75
C  1.54675  -0.46955  3.47730  -0.78
C  0.46565  0.95088  0.18806  -0.16
C  -0.73605  -0.07734  -2.72690  0.08
C  3.54977  0.05215  2.22237  -0.65
C  1.37303  0.56035  1.31790  0.54
C  -2.69452  -0.09647  -1.38102  -0.03
C  0.45839  -1.78232  -0.64825  0.66
H  -1.10076  -0.74265  0.53710  0.45
H  0.37143  -3.69974  0.20122  0.41
H  -4.47633  0.50663  -2.32674  0.40
H  -3.11096  -0.42785  -0.43574  0.38
H  0.24894  -2.44639  1.45689  0.29
H  3.22659  0.98605  0.30609  0.48
H  -0.87343  0.70782  -4.66051  0.43
H  -3.35927  1.09010  -4.48455  0.47
H  1.05866  -0.87608  4.37610  0.37
H  0.93855  0.93780  -0.80587  0.88
H  -0.32657  0.14512  2.58257  0.35
H  0.28450  -0.47182  -2.83265  0.41
H  3.55923  -0.85972  4.22131  0.35
H  1.81889  -2.81270  0.70858  0.29
H  4.62205  0.09328  2.16432  0.44

=====

The following is a quantum chemistry calculation of CH4N3 as an isolated structure in a non-equilibrium geometry, from OMol25.

Output
DFT total energy = -204.2241 hartree
total charge = +1
frontier orbital gap = 0.322 Ha
F_max = 0.07556 hartree/bohr
E_LUMO = -0.2061 Eh
energy above the lowest of the compared OMol25 structures with the same formula, charge and spin = 176.8 kcal per mole

Each line ends with the Mulliken charge.
Positions of all 8 atoms, in Å:
N  1.99060  0.92789  -0.02435  -0.49
N  -0.54184  0.44908  0.15333  -0.44
N  1.12310  0.13068  -0.00348  0.58
C  1.80026  -0.92124  0.16360  -0.09
H  -0.64325  1.43154  0.43345  0.38
H  2.24111  -1.57120  -0.57522  0.32
H  -0.93236  -0.17581  0.86669  0.38
H  -1.00165  0.28429  -0.74768  0.38

=====

The following is a quantum chemistry calculation of a single C7H6N2O3 molecule in a non-equilibrium geometry, from OMol25.

Output
SMILES = CCOC(=O)/C(C#N)=C(/O)C#N
DFT total energy = -605.4549 hartree
frontier orbital gap (spin up / spin down) = 0.277 / 0.277 Ha
F_max = 0.16686 hartree/bohr
E_LUMO (spin up / spin down) = -0.0715 / -0.0717 Eh
energy above the lowest of the compared OMol25 structures with the same formula, charge and spin = 87.6 kcal per mole

Each line ends with the Mulliken charge.
Positions of all 18 atoms, in Å:
O  2.39813  0.02014  4.38679  -0.42
O  0.84241  -0.65164  0.00427  -0.30
O  0.72266  1.45469  0.85074  -0.59
N  1.93555  -2.75866  2.56898  -0.47
N  2.43636  3.13688  3.16593  -0.35
C  -1.44864  -0.74975  -1.12814  -1.01
C  1.69082  -1.68469  2.27199  0.31
C  2.02305  0.64359  3.32240  0.54
C  0.07341  -0.26690  -1.10676  -0.36
C  1.03180  0.31530  0.94191  0.75
C  2.23730  2.00789  3.13635  0.09
C  1.71860  -0.32094  2.04574  -0.17
H  2.90978  0.59552  5.01807  0.38
H  0.64708  -0.72635  -1.94949  0.29
H  -1.42125  -1.82714  -1.19783  0.29
H  -1.85824  -0.48020  -2.03373  0.42
H  0.27905  0.81685  -1.16539  0.37
H  -1.99331  -0.49477  -0.08886  0.24

=====

The following is a quantum chemistry calculation of C3H3CrLiO3 as an isolated structure in a non-equilibrium geometry, from OMol25.

Output
DFT total energy = -1392.5243 hartree
total charge = +3
frontier orbital gap (spin up / spin down) = 0.207 / 0.369 Ha
⟨S²⟩ = 8.760
F_max = 0.08988 hartree/bohr
E_LUMO (spin up / spin down) = -0.5770 / -0.5283 Eh
energy above the lowest of the compared OMol25 structures with the same formula, charge and spin = 33.9 kcal per mole
spin multiplicity = 6

Each line ends with the Löwdin spin population.
Positions of all 11 atoms, in Å:
Cr  -4.05528  0.17241  0.41985  3.95
O  -0.59296  0.22700  1.05961  0.03
O  -0.29707  -0.07725  -1.08305  0.14
O  -2.38094  0.08523  -0.28535  0.03
C  0.83024  0.07565  0.86530  0.08
C  -1.18592  0.09954  -0.07492  0.03
C  0.96138  -0.06240  -0.61083  0.57
Li  2.39218  -1.68616  -1.65649  0.02
H  1.17666  -0.78594  1.45423  0.02
H  1.80576  0.97467  -1.31867  0.11
H  1.34596  0.97725  1.23031  0.02